Entry 1:
Formula: C4H10NO2
Source: the Open Molecules 2025 dataset
Level of theory: ωB97M-V/def2-TZVPD

The geometry in XYZ format:
```
17
Properties=species:S:1:pos:R:3:forces:R:3
C 1.418664 -0.652527 2.178910 -0.265 0.151 -0.155
N 0.420229 0.371889 1.869928 0.112 -0.081 -0.146
C 0.925070 1.367883 0.941136 -0.028 -0.001 -0.102
O 1.398760 0.867636 -0.283009 0.079 0.000 0.206
H 1.617529 -1.328010 1.341542 0.071 0.025 -0.018
H 1.081702 -1.241616 3.030146 -0.017 -0.084 0.098
H 2.349428 -0.157211 2.451106 0.141 0.000 0.059
H -0.356163 -0.078888 1.389358 -0.054 -0.007 0.049
H 1.758509 1.890711 1.417666 0.050 0.067 0.060
H 0.110500 2.084595 0.772501 -0.003 -0.009 0.040
C -2.546485 -0.823626 -2.296906 -0.184 -0.126 -0.062
C -1.242781 -0.588568 -1.996324 0.038 -0.089 -0.136
O -0.681481 -0.577964 -0.839423 -0.002 0.086 0.113
H -2.910430 -0.863320 -3.321381 0.212 0.094 0.115
H -3.251709 -1.044041 -1.504656 -0.070 0.004 0.064
H -0.576285 -0.398896 -2.862176 -0.029 0.045 -0.021
H 0.646523 0.293384 -0.625323 -0.051 -0.077 -0.165
```
Positions in Å, forces in eV/Å.

Kohn-Sham gap: 7.14 eV
Lowest unoccupied orbital energy: 4.08 eV
HOMO energy: -0.1127 hartree
Net charge: -1
E: -9895.4868 eV
Relative energy (zero: lowest compared OMol25 entry of this formula, charge and spin): 45.2 kcal per mole


Entry 2:
Formula: C4H10NO2
Source: the Open Molecules 2025 dataset
Level of theory: ωB97M-V/def2-TZVPD

The geometry in XYZ format:
```
17
Properties=species:S:1:pos:R:3:forces:R:3
N 0.950051 0.834977 -0.974120 -3.766 0.925 0.834
C 0.697829 -0.261029 0.076703 -2.513 -0.259 -0.031
C 0.085477 0.554324 1.261626 0.129 -0.413 -1.577
O 1.110865 1.406693 1.660094 1.229 0.519 3.558
C -0.442115 -1.214307 -0.469670 4.079 -2.861 -1.392
C -1.828383 -0.814504 -0.772166 -0.863 2.766 3.738
O -2.334474 0.178590 -0.205165 0.708 -2.562 -2.481
H 1.615154 0.622948 -1.645621 2.181 -0.213 -1.472
H 0.023634 0.856598 -1.522329 1.554 0.161 0.894
H 1.009252 1.816792 -0.562314 0.672 -1.584 -0.336
H 1.534261 -0.998585 0.346541 -0.557 2.070 -0.560
H -0.759818 1.207859 0.897691 0.639 -1.171 0.431
H -0.278214 -0.276807 1.862988 -0.033 0.640 1.123
H 1.271503 1.489303 2.679655 -0.709 -0.360 -2.887
H -0.251000 -2.125644 0.240518 -1.404 1.328 -1.189
H -0.087733 -1.720101 -1.498683 -0.315 1.016 1.998
H -2.316297 -1.557105 -1.375744 -1.030 -0.005 -0.650
```
Positions in Å, forces in eV/Å.

Kohn-Sham gap: 10.46 eV
Lowest unoccupied orbital energy: -3.74 eV
HOMO energy: -0.5216 hartree
SMILES: [NH3+][C@@H](CO)CC=O
Net charge: +1
E: -9886.3733 eV
Relative energy (zero: lowest compared OMol25 entry of this formula, charge and spin): 74.1 kcal per mole


Entry 3:
Formula: C4H10NO2PS
Source: the Open Molecules 2025 dataset
Level of theory: ωB97M-V/def2-TZVPD

The geometry in XYZ format:
```
19
Properties=species:S:1:pos:R:3:forces:R:3
O 1.854575 -0.350608 0.773872 0.118 0.087 2.802
C 1.649422 0.048601 -0.450038 -0.139 3.881 -1.214
O 1.536851 -0.989990 -1.228335 0.356 -1.061 -1.273
C 1.630618 1.341250 -0.896551 0.119 0.358 -1.421
S 1.722240 2.656000 0.261776 -1.451 1.096 0.014
H 1.812383 0.351150 1.466418 0.014 -0.191 -0.972
H 2.073234 -1.620610 -0.741056 -0.032 -1.150 -0.304
H 1.739680 1.708966 -1.991238 -0.478 -1.493 1.982
H 0.463924 3.360764 0.043291 1.725 -1.299 0.302
C -1.950292 0.700674 -0.482815 -0.918 1.088 -1.427
N -1.269121 -0.061828 0.533474 -0.378 -1.125 -1.375
C -1.144747 -1.285483 0.160026 1.343 1.356 3.837
P -0.217423 -2.291461 1.417214 -0.788 -3.134 -1.910
H -2.291140 -0.068949 -1.304487 0.173 2.117 1.075
H -2.789734 1.355459 -0.068732 0.728 -1.357 -0.377
H -1.276129 1.501918 -0.909391 -0.351 -1.125 0.187
H -1.493035 -1.674806 -0.740121 -0.616 -0.663 -1.694
H -1.377432 -3.161881 1.806344 1.074 0.381 -0.756
H -0.673865 -1.519161 2.350355 -0.497 2.236 2.526
```
Positions in Å, forces in eV/Å.

Kohn-Sham gap: 9.02 eV
Lowest unoccupied orbital energy: 0.66 eV
HOMO energy: -0.3071 hartree
SMILES: OC(O)=CS.C/N=C/P
E: -30015.9445 eV
Relative energy (zero: lowest compared OMol25 entry of this formula, charge and spin): 86.3 kcal per mole


Entry 4:
Formula: C4H10NO2PS
Source: the Open Molecules 2025 dataset
Level of theory: ωB97M-V/def2-TZVPD

The geometry in XYZ format:
```
19
Properties=species:S:1:pos:R:3:forces:R:3
C -1.361905 1.139205 0.377472 0.521 0.956 0.179
C -0.262226 1.153391 1.526968 -1.766 3.533 -0.857
C -1.159048 0.192193 -1.844912 -1.738 1.749 -0.516
C 1.250511 -2.260978 0.449639 0.797 -0.535 1.574
N -1.006772 -0.006922 -0.431706 2.975 1.307 0.395
O 1.043524 1.491938 0.969843 -0.565 -0.881 -0.361
O 1.643717 -0.982303 0.864787 0.177 2.699 -0.569
P 1.476466 0.361987 -0.104206 -2.111 -1.771 1.559
S 2.977736 0.692334 -1.241160 -0.756 0.097 0.059
H -2.435502 1.114902 0.717180 1.037 -0.563 0.368
H -1.358254 2.118110 -0.173784 0.481 -0.625 0.208
H -0.507602 1.863718 2.356589 0.484 -0.242 -0.985
H -0.263387 0.222292 1.930318 0.353 -2.871 1.164
H -0.550094 -0.533762 -2.284408 0.208 -1.629 -1.183
H -2.307705 0.089192 -2.046218 2.026 0.092 -0.231
H -0.743515 1.152283 -2.349755 -0.961 -0.865 1.233
H 1.872495 -2.611883 -0.330427 0.192 -0.282 -1.366
H 0.206116 -2.277790 0.326116 -1.293 -0.184 -0.826
H 1.485448 -2.917916 1.287672 -0.061 0.014 0.156
```
Positions in Å, forces in eV/Å.

Kohn-Sham gap (alpha / beta): 7.67 / 7.65 eV
Lowest unoccupied orbital energy (alpha / beta): -0.87 / -0.86 eV
HOMO energy (alpha / beta): -0.3137 / -0.3129 hartree
E: -30017.5082 eV
Relative energy (zero: lowest compared OMol25 entry of this formula, charge and spin): 50.2 kcal per mole


Entry 5:
Formula: C4H10NO2S
Source: the Open Molecules 2025 dataset
Level of theory: ωB97M-V/def2-TZVPD

The geometry in XYZ format:
```
18
Properties=species:S:1:pos:R:3:forces:R:3
C -1.221635 1.656604 -1.341234 -0.282 -0.658 1.082
N -1.334956 0.978428 -0.030914 -0.007 -0.452 -1.581
C -0.252460 0.004974 0.090246 -0.278 -0.003 1.378
C -0.649046 -1.214462 0.995904 -0.488 1.291 0.472
S -0.709742 -0.639737 2.729792 -0.090 0.401 0.340
C 1.045151 0.679114 0.647732 0.862 -2.903 -0.864
O 2.125977 0.106915 0.498560 -0.902 0.983 0.224
H -1.495884 0.977439 -2.171280 -0.244 0.256 0.435
H -0.200122 1.938866 -1.556319 0.570 0.447 -0.084
H -1.844004 2.537118 -1.326234 -0.276 0.304 -0.286
H -1.561189 1.550821 0.774844 0.441 -0.261 -0.113
H -0.108815 -0.398258 -0.916079 0.505 0.242 -0.090
H 0.052782 -2.057055 1.031846 -0.314 0.239 -0.854
H -1.683679 -1.461453 0.669170 0.813 -0.371 -0.001
H 1.044099 1.610494 1.182629 -0.547 0.840 0.233
H 1.763920 -1.633849 -0.039956 0.104 0.756 0.369
H 2.988934 -2.268179 -0.656107 0.155 0.158 0.056
O 2.040668 -2.367778 -0.582601 -0.022 -1.268 -0.718
```
Positions in Å, forces in eV/Å.

Kohn-Sham gap: 6.20 eV
Lowest unoccupied orbital energy: 3.57 eV
HOMO energy: -0.0969 hartree
Net charge: -1
E: -20730.5920 eV
Relative energy (zero: lowest compared OMol25 entry of this formula, charge and spin): 54.1 kcal per mole


Entry 6:
Formula: C4H10NO2S
Source: the Open Molecules 2025 dataset
Level of theory: ωB97M-V/def2-TZVPD

The geometry in XYZ format:
```
18
Properties=species:S:1:pos:R:3:forces:R:3
O -1.184241 -1.461855 -1.676149 0.648 -0.157 0.227
C -0.194796 -0.891570 -1.171096 -0.428 0.010 0.023
N -0.242981 0.429026 -0.929005 -0.035 0.050 -0.534
C 0.628100 1.216011 -0.073047 -0.272 0.027 1.148
C 0.395565 0.867326 1.454370 -0.309 -1.237 -1.756
S 1.900053 0.677440 2.359892 0.882 0.525 0.804
C 1.101195 -1.601010 -0.846245 -0.200 0.321 -0.175
H -1.091003 0.856605 -1.253305 -0.366 0.092 0.111
H 1.667545 1.002690 -0.301737 0.088 0.123 0.063
H 0.426558 2.269043 -0.270890 0.080 0.013 -0.113
H -0.451882 1.411805 1.876053 0.270 0.535 0.118
H 0.012100 -0.150216 1.358322 -0.387 -0.132 0.139
H 1.890532 -0.854203 -0.800037 0.216 -0.278 -0.027
H 1.298922 -2.350650 -1.613694 -0.051 0.054 0.089
H 1.071167 -2.073812 0.134047 -0.154 -0.003 0.035
H -4.186676 -0.201566 -1.607404 -0.661 -0.467 -0.291
H -2.686770 -0.599289 -1.316031 -0.720 0.769 -0.332
O -3.362986 0.149337 -1.309380 1.399 -0.242 0.471
```
Positions in Å, forces in eV/Å.

Kohn-Sham gap: 5.99 eV
Lowest unoccupied orbital energy: 3.40 eV
HOMO energy: -0.0949 hartree
Net charge: -1
E: -20732.0520 eV
Relative energy (zero: lowest compared OMol25 entry of this formula, charge and spin): 20.4 kcal per mole


- What is the E in the second record?
  -9886.3733 eV